The following is a quantum chemistry calculation of a structure of composition C26H66GaNO8P, from OMol25.

Computed properties:
orbital gap	0.2267	hartree
HOMO level	-4.3	eV
net charge	-1

Last column: Mulliken charge in e.
Element x y z (Å)
C1 4.62 -1.74 6.20  -0.73
C2 4.34 -0.71 4.95  -0.48
C3 3.66 -1.40 3.63  -0.39
C4 3.96 -3.00 3.44  -0.48
C5 2.92 -3.97 4.28  -0.15
Ga1 2.23 -5.61 3.24  -0.58
C6 3.75 -6.75 2.35  -0.42
C7 5.06 -6.94 3.31  -0.37
O1 4.53 -7.19 4.69  -0.48
C8 1.22 -6.90 4.56  -0.19
N1 1.64 -6.73 6.00  -0.40
C9 0.45 -6.24 6.86  -0.62
C10 0.93 -5.13 1.66  -0.68
P1 -0.50 -3.97 2.18  0.89
O2 -1.70 -4.26 1.14  -0.74
O3 -0.07 -2.29 1.96  -0.55
O4 -1.02 -4.21 3.82  -0.47
H1 3.59 -2.25 6.52  0.15
H2 4.99 -1.15 7.18  0.33
H3 5.35 -2.61 5.93  0.19
H4 5.33 -0.09 4.70  0.25
H5 3.57 0.10 5.35  0.22
H6 4.15 -0.85 2.68  0.24
H7 2.51 -1.13 3.57  0.20
H8 3.77 -3.25 2.29  0.22
H9 5.09 -3.31 3.64  0.16
H10 3.52 -4.31 5.26  0.06
H11 2.04 -3.29 4.69  0.27
H12 3.97 -6.28 1.30  0.19
H13 3.29 -7.84 2.17  0.21
H14 5.71 -7.89 3.05  0.23
H15 5.69 -5.95 3.23  0.20
H16 5.23 -6.80 5.29  0.28
H17 0.07 -6.56 4.50  0.27
H18 1.36 -8.03 4.28  0.06
H19 2.39 -6.00 6.12  0.24
H20 0.64 -6.38 8.01  0.25
H21 0.36 -5.09 6.61  0.17
H22 -0.55 -6.82 6.61  0.26
H23 1.62 -4.68 0.80  0.23
H24 0.46 -6.17 1.33  0.25
H25 0.79 -2.27 1.43  0.31
H26 -1.04 -3.31 4.30  0.30
C11 -3.04 -0.84 -3.58  -0.87
C12 -3.01 -2.21 -4.25  -0.56
O5 -1.78 -2.91 -4.05  -0.44
C13 -1.41 -3.19 -2.70  -0.27
C14 -2.43 -4.05 -1.97  -0.65
H27 -2.22 -0.22 -3.95  0.22
H28 -3.99 -0.34 -3.80  0.47
H29 -2.94 -0.91 -2.50  0.28
H30 -3.12 -2.08 -5.33  0.36
H31 -3.85 -2.83 -3.92  0.32
H32 -1.22 -2.26 -2.16  0.24
H33 -0.46 -3.72 -2.74  0.29
H34 -3.40 -3.56 -1.89  0.24
H35 -2.08 -4.27 -0.95  0.18
H36 -2.58 -5.00 -2.50  0.26
C15 -2.60 2.75 -1.73  -1.02
C16 -1.95 4.09 -2.03  -0.30
O6 -0.71 3.97 -2.74  -0.35
C17 -0.76 3.33 -4.01  -0.11
C18 -1.66 4.05 -5.01  -0.94
H37 -1.93 2.11 -1.15  0.32
H38 -3.53 2.90 -1.16  0.47
H39 -2.86 2.21 -2.65  0.11
H40 -1.72 4.59 -1.09  0.31
H41 -2.63 4.75 -2.58  0.27
H42 -1.05 2.28 -3.90  0.12
H43 0.26 3.33 -4.40  0.32
H44 -2.70 4.07 -4.67  0.07
H45 -1.64 3.54 -5.98  0.44
H46 -1.34 5.09 -5.14  0.28
C19 -7.29 6.84 -2.46  -1.06
C20 -5.86 7.10 -2.88  -0.34
O7 -5.27 6.00 -3.58  -0.33
C21 -5.90 5.62 -4.80  -0.32
C22 -5.94 6.73 -5.84  -1.12
H47 -7.36 5.94 -1.83  0.30
H48 -7.68 7.69 -1.88  0.38
H49 -7.95 6.69 -3.32  0.26
H50 -5.25 7.25 -1.98  0.33
H51 -5.77 8.01 -3.46  0.30
H52 -6.90 5.23 -4.60  0.32
H53 -5.32 4.78 -5.20  0.33
H54 -6.52 7.59 -5.49  0.27
H55 -6.40 6.37 -6.76  0.39
H56 -4.93 7.08 -6.06  0.30
C23 4.32 3.54 -1.62  -1.01
C24 3.65 4.21 -0.43  -0.23
O8 3.83 5.63 -0.41  -0.43
C25 3.31 6.35 -1.53  -0.45
C26 1.82 6.18 -1.72  -0.71
H57 5.39 3.76 -1.63  0.30
H58 4.18 2.45 -1.56  0.38
H59 3.90 3.87 -2.57  0.23
H60 4.09 3.82 0.49  0.32
H61 2.58 3.96 -0.38  0.24
H62 3.86 6.07 -2.43  0.30
H63 3.53 7.40 -1.34  0.33
H64 1.54 5.14 -1.92  0.05
H65 1.47 6.79 -2.57  0.41
H66 1.28 6.50 -0.82  0.28

=====

The following is a quantum chemistry calculation of a cluster of 5 separate species, C26H66N4O10 in total, from OMol25.

Computed properties:
orbital gap	0.3267	hartree
SMILES	COCCNCCOC.COCCNCCOC.COCCNCCOC.COCCNCCOC.OCCO
HOMO level	-8.4	eV
net charge	0
ΔE to the lowest compared entry with this formula, charge and spin	872.7	kJ/mol

Last column: Mulliken charge in e.
Element x y z (Å)
C1 20.46 -11.72 13.18  -0.81
O1 20.02 -10.63 12.35  -0.34
C2 19.97 -10.89 10.94  -0.72
C3 18.51 -10.91 10.58  -0.28
N1 17.72 -9.78 11.09  -0.28
C4 16.29 -9.68 10.72  -0.95
C5 15.37 -10.76 11.20  -0.39
O2 15.03 -10.32 12.56  -0.30
C6 14.52 -11.32 13.31  -0.73
H1 20.33 -11.54 14.25  0.26
H2 21.44 -12.18 13.05  0.33
H3 19.73 -12.50 12.95  0.33
H4 20.44 -11.86 10.82  0.41
H5 20.52 -10.16 10.35  0.33
H6 18.16 -11.76 11.17  0.16
H7 18.41 -11.08 9.51  0.31
H8 17.78 -9.62 12.09  0.28
H9 16.29 -9.76 9.63  0.39
H10 16.04 -8.69 11.08  0.43
H11 15.84 -11.75 11.23  0.33
H12 14.45 -10.77 10.62  0.40
H13 13.62 -11.66 12.81  0.30
H14 14.36 -10.92 14.31  0.24
H15 15.19 -12.16 13.44  0.29
C7 22.34 -19.57 20.12  -0.81
O3 22.90 -18.43 19.33  -0.30
C8 21.99 -18.12 18.32  -0.48
C9 22.37 -16.93 17.41  -0.74
N2 22.93 -15.94 18.25  -0.37
C10 21.95 -15.11 18.97  -0.65
C11 22.56 -14.15 20.04  -0.61
O4 23.46 -14.65 21.03  -0.35
C12 22.97 -15.73 21.68  -0.47
H16 21.58 -19.08 20.72  0.33
H17 22.95 -20.15 20.80  0.23
H18 21.96 -20.38 19.50  0.31
H19 21.09 -17.84 18.86  0.35
H20 21.83 -19.03 17.73  0.47
H21 21.52 -16.48 16.90  0.34
H22 23.16 -17.18 16.71  0.34
H23 23.26 -16.41 19.08  0.27
H24 21.13 -15.69 19.41  0.29
H25 21.47 -14.48 18.22  0.50
H26 21.72 -13.83 20.66  0.39
H27 22.93 -13.23 19.59  0.31
H28 23.74 -16.32 22.19  0.23
H29 22.47 -16.43 21.00  0.04
H30 22.15 -15.44 22.34  0.37
C13 17.57 -4.11 18.48  -0.80
O5 18.70 -4.30 17.63  -0.32
C14 18.45 -5.46 16.81  -0.40
C15 19.70 -6.37 16.64  -0.76
N3 20.88 -5.60 16.17  -0.33
C16 20.80 -5.38 14.71  -0.53
C17 21.98 -4.64 13.97  -0.69
O6 23.22 -5.33 14.07  -0.24
C18 24.35 -4.72 13.40  -0.82
H31 16.60 -4.13 17.99  0.33
H32 17.67 -3.16 19.00  0.24
H33 17.45 -4.93 19.19  0.33
H34 18.08 -5.09 15.85  0.30
H35 17.67 -6.13 17.16  0.43
H36 19.59 -7.20 15.94  0.37
H37 19.95 -6.76 17.62  0.33
H38 20.92 -4.76 16.74  0.28
H39 19.89 -4.82 14.48  0.29
H40 20.62 -6.35 14.26  0.38
H41 22.13 -3.66 14.42  0.36
H42 21.74 -4.47 12.93  0.37
H43 24.61 -3.95 14.14  0.34
H44 24.19 -4.18 12.47  0.30
H45 25.17 -5.42 13.50  0.24
C19 28.55 -16.02 20.93  -0.74
O7 29.05 -17.23 21.46  -0.37
C20 28.15 -18.35 21.47  -0.51
C21 28.70 -19.43 22.50  -0.46
N4 28.65 -20.86 22.10  -0.44
C22 27.36 -21.44 22.03  -0.33
C23 26.79 -21.61 23.40  -0.60
O8 25.77 -22.64 23.34  -0.40
C24 26.21 -24.02 23.25  -0.71
H46 28.05 -16.14 19.97  0.32
H47 29.38 -15.34 20.72  0.27
H48 27.92 -15.45 21.61  0.29
H49 28.14 -18.75 20.45  0.34
H50 27.12 -18.00 21.59  0.37
H51 28.09 -19.32 23.39  0.22
H52 29.76 -19.27 22.73  0.39
H53 29.20 -21.38 22.77  0.29
H54 27.31 -22.35 21.44  0.38
H55 26.76 -20.69 21.51  0.12
H56 26.25 -20.70 23.66  0.29
H57 27.45 -21.67 24.26  0.45
H58 25.36 -24.70 23.29  0.26
H59 27.02 -24.10 23.99  0.32
H60 26.56 -24.26 22.25  0.27
O9 24.68 -9.00 16.67  -0.49
C25 26.04 -8.80 16.31  -0.22
C26 27.02 -9.58 17.32  -0.63
O10 27.18 -10.93 17.05  -0.52
H61 24.24 -8.24 16.29  0.29
H62 26.29 -9.22 15.33  0.27
H63 26.29 -7.77 16.54  0.30
H64 26.78 -9.42 18.37  0.34
H65 28.01 -9.12 17.26  0.34
H66 26.32 -11.33 17.16  0.32

=====

The following is a quantum chemistry calculation of a cluster of 5 separate species, C26H67BCl2N7O6Si in total, from OMol25.

Computed properties:
orbital gap	0.2312	hartree
HOMO level	-10.6	eV
net charge	+1

Last column: Mulliken charge in e.
Element x y z (Å)
C1 -1.91 1.39 -2.50  -0.80
B1 -3.14 0.25 -2.43  0.61
O1 -3.69 -0.20 -3.73  -0.61
N1 -3.63 -0.22 -1.05  -0.03
C2 -3.91 -1.52 -0.72  0.06
N2 -3.67 -2.59 -1.81  -0.06
C3 -3.23 -3.91 -1.20  -0.34
C4 -2.21 -4.78 -2.20  -0.50
O2 -1.12 -3.92 -2.69  -0.38
Si1 0.34 -4.09 -1.74  0.56
C5 1.52 -5.53 -2.32  -1.02
C6 0.06 -4.34 0.16  -0.76
C7 1.33 -2.42 -1.94  -0.56
N3 -4.44 -2.03 0.60  -0.15
C8 -5.37 -1.05 1.28  -0.01
Cl1 -7.20 -0.92 0.94  -0.13
C9 -4.79 -0.14 2.34  0.26
C10 -5.71 0.95 3.20  -1.00
Cl2 -2.96 -0.15 2.81  -0.15
H1 -1.33 1.38 -3.52  0.29
H2 -2.47 2.43 -2.34  0.25
H3 -1.23 1.18 -1.57  0.20
H4 -3.05 -0.02 -4.49  0.27
H5 -3.75 0.55 -0.34  0.25
H6 -4.49 -2.68 -2.44  0.32
H7 -4.20 -4.60 -1.09  0.30
H8 -2.66 -3.82 -0.18  0.09
H9 -1.84 -5.69 -1.52  0.28
H10 -2.85 -5.28 -3.07  0.37
H11 2.62 -5.09 -2.25  0.26
H12 1.25 -5.96 -3.38  0.28
H13 1.46 -6.35 -1.46  0.30
H14 -0.72 -5.19 0.42  0.27
H15 -0.41 -3.33 0.57  0.10
H16 1.06 -4.50 0.76  0.28
H17 0.54 -1.62 -2.30  0.07
H18 1.72 -2.04 -0.89  0.04
H19 2.18 -2.58 -2.73  0.33
H20 -3.69 -2.39 1.23  0.39
H21 -6.56 0.30 3.72  0.33
H22 -5.06 1.38 4.09  0.33
H23 -6.17 1.80 2.53  0.28
C11 1.31 3.55 2.76  -1.28
C12 0.47 2.33 2.39  0.51
C13 1.04 1.52 1.21  -0.16
O3 0.82 2.11 -0.08  -0.14
C14 1.75 3.12 -0.43  -0.87
N4 -0.91 2.77 2.12  -0.62
H24 1.19 4.38 2.05  0.22
H25 1.03 3.93 3.74  0.17
H26 2.38 3.29 2.80  0.30
H27 0.45 1.67 3.27  0.41
H28 0.51 0.55 1.18  0.28
H29 2.10 1.28 1.35  -0.14
H30 2.75 2.91 -0.03  0.33
H31 1.40 4.09 -0.07  0.29
H32 1.81 3.16 -1.52  0.24
H33 -1.49 1.95 1.97  0.04
H34 -0.91 3.24 1.21  0.36
C15 0.22 6.20 6.10  -1.41
C16 1.40 5.38 6.62  0.30
C17 2.06 5.99 7.88  -0.79
O4 2.90 7.12 7.61  -0.38
C18 2.21 8.35 7.48  -0.63
N5 2.38 5.20 5.53  -0.51
H35 0.53 7.10 5.57  0.30
H36 -0.37 5.60 5.39  0.34
H37 -0.44 6.50 6.92  0.37
H38 1.01 4.40 6.90  0.35
H39 2.72 5.23 8.31  0.35
H40 1.32 6.23 8.65  0.44
H41 1.34 8.41 8.13  0.29
H42 1.92 8.50 6.44  0.22
H43 2.90 9.16 7.75  0.26
H44 3.12 4.58 5.86  0.26
H45 2.85 6.10 5.40  0.27
C19 -2.91 -0.51 -8.24  -1.46
C20 -1.48 -0.76 -7.77  0.23
C21 -0.89 -2.09 -8.30  -0.73
O5 -1.36 -3.25 -7.61  -0.34
C22 -2.62 -3.73 -8.05  -0.66
N6 -1.43 -0.69 -6.31  -0.45
H46 -3.64 -1.11 -7.69  0.27
H47 -3.18 0.54 -8.08  0.35
H48 -3.02 -0.72 -9.31  0.38
H49 -0.86 0.05 -8.18  0.42
H50 0.20 -2.07 -8.12  0.34
H51 -1.02 -2.20 -9.38  0.42
H52 -2.76 -3.58 -9.13  0.32
H53 -3.42 -3.24 -7.49  0.22
H54 -2.67 -4.80 -7.84  0.25
H55 -0.45 -0.76 -6.01  0.21
H56 -1.86 -1.54 -5.95  0.28
C23 5.05 -2.41 3.17  -1.39
C24 5.21 -3.27 1.92  0.23
C25 5.68 -2.48 0.67  -0.73
O6 4.66 -1.69 0.06  -0.37
C26 4.43 -0.43 0.67  -0.40
N7 3.94 -3.97 1.66  -0.66
H57 4.15 -1.79 3.15  0.24
H58 4.99 -3.04 4.06  0.36
H59 5.92 -1.75 3.29  0.36
H60 5.97 -4.02 2.14  0.46
H61 5.99 -3.21 -0.09  0.35
H62 6.56 -1.87 0.90  0.41
H63 5.35 0.00 1.07  0.39
H64 3.68 -0.53 1.46  0.03
H65 4.03 0.25 -0.08  0.21
H66 4.07 -4.62 0.88  0.28
H67 3.28 -3.28 1.29  0.27

=====

The following is a quantum chemistry calculation of a cluster of 6 separate species, C26H67ClN5O12 in total, from OMol25.

Computed properties:
orbital gap	0.2946	hartree
HOMO level	-5.7	eV
net charge	-1
ΔE to the lowest compared entry with this formula, charge and spin	25.9	kJ/mol

Last column: Mulliken charge in e.
Element x y z (Å)
Cl1 -2.20 -2.61 0.05  1.77
O1 -1.56 -3.12 -1.16  -0.79
O2 -2.97 -1.44 -0.25  -0.65
O3 -3.02 -3.66 0.61  -0.73
O4 -1.12 -2.29 0.97  -0.60
C1 8.13 -3.24 -2.02  -0.66
O5 7.32 -2.79 -3.07  -0.40
C2 6.02 -2.45 -2.63  -0.19
C3 5.21 -2.02 -3.84  -0.86
N1 3.94 -1.45 -3.41  0.08
C4 3.27 -0.63 -4.40  -0.76
C5 1.99 -0.08 -3.80  -0.51
O6 1.21 -1.14 -3.33  -0.37
C6 0.09 -0.72 -2.58  -0.24
H1 7.65 -4.06 -1.46  0.28
H2 8.33 -2.44 -1.29  0.27
H3 9.06 -3.64 -2.41  0.29
H4 6.08 -1.67 -1.87  0.20
H5 5.55 -3.35 -2.19  0.29
H6 5.07 -2.90 -4.49  0.24
H7 5.78 -1.27 -4.39  0.39
H8 3.34 -2.20 -3.08  0.12
H9 3.04 -1.22 -5.31  0.36
H10 3.88 0.23 -4.66  0.40
H11 1.44 0.48 -4.57  0.39
H12 2.27 0.59 -2.98  0.24
H13 -0.53 -0.06 -3.19  0.40
H14 0.38 -0.15 -1.68  -0.07
H15 -0.41 -1.60 -2.19  0.14
C7 3.55 -0.34 -0.02  0.05
O7 3.04 -1.16 1.00  -0.37
C8 2.27 -2.21 0.44  0.28
C9 1.93 -3.21 1.51  -1.07
N2 3.06 -4.07 1.90  -0.16
C10 3.73 -3.67 3.13  -0.26
C11 5.11 -4.31 3.26  -0.70
O8 6.18 -3.45 2.92  -0.49
C12 6.11 -2.96 1.60  -0.34
H16 2.76 0.07 -0.66  -0.13
H17 4.25 -0.90 -0.64  -0.22
H18 4.16 0.46 0.40  0.43
H19 2.81 -2.73 -0.37  -0.02
H20 1.31 -1.83 0.06  0.11
H21 1.13 -3.86 1.15  0.64
H22 1.49 -2.71 2.38  0.13
H23 2.76 -5.03 1.93  0.29
H24 3.10 -3.92 4.00  0.17
H25 3.85 -2.58 3.15  0.34
H26 5.16 -5.24 2.67  0.32
H27 5.30 -4.59 4.30  0.38
H28 7.06 -2.47 1.39  0.31
H29 5.33 -2.21 1.48  -0.01
H30 5.94 -3.77 0.87  0.30
C13 -2.19 8.96 -2.61  -0.74
O9 -3.42 8.34 -2.30  -0.31
C14 -4.31 8.25 -3.37  -0.69
C15 -5.13 6.99 -3.23  -0.52
N3 -4.28 5.81 -3.34  -0.30
C16 -4.90 4.61 -2.80  -0.66
C17 -4.15 3.35 -3.18  -0.49
O10 -4.41 2.38 -2.19  -0.29
C18 -3.85 1.13 -2.50  -0.67
H31 -2.33 10.05 -2.71  0.29
H32 -1.76 8.55 -3.53  0.34
H33 -1.49 8.79 -1.80  0.24
H34 -3.78 8.20 -4.34  0.36
H35 -4.97 9.12 -3.47  0.40
H36 -5.88 6.96 -4.03  0.35
H37 -5.68 7.06 -2.28  0.34
H38 -3.42 6.04 -2.87  0.24
H39 -5.96 4.56 -3.08  0.38
H40 -4.94 4.69 -1.70  0.31
H41 -3.08 3.55 -3.31  0.29
H42 -4.55 2.97 -4.13  0.28
H43 -2.83 1.04 -2.11  0.14
H44 -3.77 0.94 -3.57  0.43
H45 -4.43 0.33 -2.03  0.26
C19 -0.93 -3.64 5.22  -1.67
C20 -1.53 -2.41 4.52  2.14
C21 -2.98 -2.67 4.20  -1.15
O11 -3.55 -1.56 3.56  -0.02
C22 -4.81 -1.83 2.97  -0.67
N4 -1.47 -1.24 5.42  -0.66
H46 0.17 -3.58 5.19  0.34
H47 -1.19 -4.56 4.70  0.40
H48 -1.18 -3.69 6.29  0.41
H49 -0.97 -2.28 3.60  -1.01
H50 -3.52 -2.82 5.15  0.23
H51 -3.08 -3.58 3.59  0.41
H52 -5.61 -1.66 3.70  0.24
H53 -4.87 -2.86 2.60  0.38
H54 -4.91 -1.16 2.12  0.05
H55 -0.52 -1.11 5.75  0.27
H56 -1.92 -1.55 6.28  0.32
C23 -0.53 1.82 0.92  -1.09
C24 -1.41 1.63 2.16  0.23
C25 -2.87 1.67 1.71  -0.43
O12 -3.74 1.49 2.80  -0.28
C26 -4.99 2.11 2.58  -0.88
N5 -1.15 0.34 2.78  -0.13
H57 -0.61 0.94 0.26  -0.05
H58 0.53 1.90 1.16  0.38
H59 -0.81 2.69 0.31  0.46
H60 -1.23 2.45 2.86  0.31
H61 -3.01 0.86 0.98  0.03
H62 -3.05 2.61 1.16  0.50
H63 -5.45 1.71 1.67  0.32
H64 -4.91 3.20 2.56  0.33
H65 -5.62 1.82 3.43  0.28
H66 -0.15 0.24 2.95  0.31
H67 -1.22 -0.36 2.04  -0.31